1.
A molecular structure, C25H67HgO9 at a distorted geometry. Source: the OMol25 dataset; level of theory: ωB97M-V/def2-TZVPD.

Values from the calculation:
total energy	-49602.18196	eV
Kohn-Sham gap	4.94	eV
LUMO energy	-6.583	eV
net charge	+1
relative energy (zero: lowest compared OMol25 entry of this formula, charge and spin)	33.17	kcal/mol
HOMO	-0.4233	hartree

CARTESIAN COORDINATES (ANGSTROEM)
Hg 16.7298 -7.8690 2.6106
C 18.3066 -8.9069 -0.4236
O 17.8237 -9.0262 0.8872
H 17.5047 -8.6038 -1.0968
H 19.1192 -8.2069 -0.6174
H 18.6147 -9.8386 -0.8980
C 15.7644 -10.8071 -3.7497
C 16.6880 -12.0413 -3.7257
C 17.2059 -12.4214 -2.3016
O 15.9147 -13.1442 -4.0881
H 14.9793 -11.0203 -3.0242
H 15.3734 -10.7104 -4.7625
H 16.2030 -9.8644 -3.4227
H 17.5984 -11.9954 -4.3234
H 17.6856 -13.3982 -2.2403
H 16.3310 -12.4300 -1.6516
H 17.9793 -11.7018 -2.0330
H 16.4842 -13.6053 -4.7084
C 18.6858 -8.5347 -5.0383
C 20.0662 -8.7478 -4.4598
C 20.2223 -10.1581 -3.7630
O 21.0069 -8.7170 -5.4696
H 18.4197 -9.0130 -5.9808
H 18.5477 -7.4818 -5.2842
H 17.9026 -8.8481 -4.3480
H 20.2419 -7.9906 -3.6957
H 21.1962 -10.1696 -3.2738
H 20.3160 -10.9321 -4.5247
H 19.4536 -10.4052 -3.0308
H 21.8809 -8.9439 -5.1438
C 18.0395 -13.6053 2.8980
C 18.2762 -12.4431 1.9508
C 19.1410 -12.7487 0.7714
O 17.0989 -11.8206 1.5283
H 17.5074 -13.3269 3.8076
H 18.9884 -13.9504 3.3086
H 17.5568 -14.4531 2.4119
H 18.7975 -11.6171 2.4344
H 19.4353 -11.9003 0.1536
H 18.6905 -13.5020 0.1250
H 20.0778 -13.1233 1.1839
H 17.3236 -10.9821 1.1183
C 20.6500 -8.5356 2.9759
C 19.6841 -8.8495 4.0702
C 20.1965 -8.7339 5.5107
O 18.6255 -7.8134 3.9907
H 21.4533 -9.2712 2.9340
H 21.2305 -7.6388 3.1919
H 20.2067 -8.4623 1.9828
H 19.2107 -9.7963 3.8102
H 19.3020 -8.9800 6.0828
H 20.5950 -7.7320 5.6708
H 20.9534 -9.4048 5.9170
H 19.0055 -7.0194 4.3738
C 12.5746 -9.2759 1.7022
C 13.9621 -9.2436 1.0967
C 13.9632 -9.0737 -0.4193
O 14.5842 -8.0821 1.5979
H 12.6261 -9.3027 2.7906
H 11.9816 -10.1747 1.5329
H 12.0212 -8.4689 1.2220
H 14.5907 -10.0677 1.4341
H 13.3860 -9.8742 -0.8821
H 14.9282 -9.2164 -0.9054
H 13.4633 -8.1600 -0.7408
H 13.9446 -7.3709 1.5157
C 18.9317 -3.8442 -4.6432
C 18.3902 -4.0906 -3.2170
C 18.5115 -5.6387 -2.8216
O 19.1999 -3.2860 -2.3478
H 19.9799 -4.1334 -4.7185
H 18.8873 -2.7611 -4.7578
H 18.3863 -4.3372 -5.4478
H 17.3624 -3.7311 -3.1687
H 17.9660 -5.8101 -1.8936
H 19.5590 -5.8198 -2.5806
H 18.1316 -6.2286 -3.6558
H 19.0192 -3.6248 -1.4679
C 22.7683 -8.1985 -0.7492
C 23.4123 -9.5791 -0.5520
C 22.3713 -10.6197 -0.0937
O 23.9457 -9.9594 -1.7746
H 23.4414 -7.3494 -0.8683
H 22.1111 -7.8493 0.0472
H 22.0648 -8.2828 -1.5774
H 24.2044 -9.4792 0.1902
H 21.4130 -10.4500 -0.5845
H 22.1560 -10.5748 0.9739
H 22.6817 -11.6579 -0.2115
H 24.3613 -10.7859 -1.5179
C 20.5485 -5.8650 0.5603
C 20.0711 -4.4424 0.8225
C 21.0441 -3.3202 0.3481
O 18.8822 -4.1447 0.2475
H 20.8086 -6.0655 -0.4790
H 19.6353 -6.4407 0.7107
H 21.3790 -6.1312 1.2142
H 19.9456 -4.2588 1.8895
H 21.1185 -3.2976 -0.7392
H 22.0432 -3.5336 0.7278
H 20.7300 -2.3073 0.6002
H 18.1865 -4.4914 0.8110

=====

2.
A molecular structure, C25H69F3N3O22S2Zn at a distorted geometry. Source: the OMol25 dataset; level of theory: ωB97M-V/def2-TZVPD.

Values from the calculation:
total energy	-154794.95575	eV
Kohn-Sham gap	5.12	eV
LUMO energy	1.015	eV
net charge	-1
relative energy (zero: lowest compared OMol25 entry of this formula, charge and spin)	86.23	kcal/mol
HOMO	-0.1507	hartree

CARTESIAN COORDINATES (ANGSTROEM)
Zn 13.8580 -21.0309 -10.7805
S 11.1897 -21.2543 -12.7392
O 12.1374 -20.9892 -11.6562
O 11.7004 -21.2290 -14.0628
O 10.5099 -22.5991 -12.7237
O 10.1026 -20.2740 -12.6567
C 11.4728 -17.8276 -8.3361
F 10.3803 -18.5407 -8.6916
F 11.7164 -16.9450 -9.2991
F 11.1541 -17.1836 -7.1699
S 12.9657 -19.1168 -8.1145
O 14.2589 -18.4543 -7.8470
O 12.6002 -19.9877 -7.0163
O 13.0590 -19.8778 -9.3394
C 13.8236 -14.4091 -5.4843
C 13.8344 -15.6624 -6.4049
O 15.1302 -15.9775 -6.9454
O 14.4264 -13.3916 -6.2797
H 14.3893 -14.5323 -4.5608
H 12.8058 -14.1214 -5.2207
H 13.1113 -15.3518 -7.1591
H 13.4340 -16.4858 -5.8133
H 15.1916 -16.7563 -7.5034
H 15.2897 -13.7440 -6.5081
C 10.9587 -23.2550 -9.3022
C 12.4800 -23.1330 -8.7721
O 13.2958 -22.7462 -9.8660
O 10.8782 -24.4364 -10.1405
H 10.7621 -22.2950 -9.7796
H 10.2111 -23.2871 -8.5096
H 12.8399 -24.1034 -8.4302
H 12.6983 -22.4424 -7.9575
H 13.1809 -23.3854 -10.5729
H 10.5103 -25.1836 -9.6632
C 10.3768 -21.6912 -5.3838
C 9.3902 -22.7955 -5.1207
O 8.1347 -22.1838 -4.9482
O 10.3058 -21.0954 -6.6520
H 11.3550 -22.1287 -5.1843
H 10.2697 -20.9383 -4.6028
H 9.6826 -23.3459 -4.2265
H 9.3331 -23.4786 -5.9682
H 8.2290 -21.4060 -5.5030
H 11.1259 -20.5990 -6.7025
C 15.9097 -23.0523 -7.8339
C 15.8570 -21.5636 -8.1461
O 15.6478 -21.2431 -9.5685
O 17.2305 -23.5364 -7.9904
H 15.0714 -23.6363 -8.2138
H 15.7200 -23.0469 -6.7606
H 16.7543 -21.0606 -7.7857
H 14.9764 -21.1715 -7.6373
H 16.1473 -21.8679 -10.0992
H 17.1852 -24.0040 -8.8277
C 9.6215 -17.3508 -11.8006
C 9.4072 -15.8057 -11.4541
O 8.2086 -15.2596 -12.0048
O 9.5190 -17.6183 -13.1943
H 8.7690 -17.8629 -11.3545
H 10.5788 -17.5899 -11.3374
H 10.2612 -15.3897 -11.9886
H 9.5199 -15.7921 -10.3700
H 8.4158 -14.3932 -12.3626
H 9.7724 -18.5428 -13.2467
C 7.5435 -20.6158 -9.3993
C 6.0294 -20.2822 -9.3352
O 5.6103 -18.8909 -9.2325
O 8.0175 -20.4673 -10.7339
H 7.6526 -21.6210 -8.9921
H 8.0815 -19.8917 -8.7875
H 5.6748 -20.8123 -8.4512
H 5.6082 -20.6485 -10.2714
H 6.2682 -18.3024 -9.6100
H 8.9667 -20.3309 -10.7799
C 14.3673 -17.3953 -11.4951
C 14.3822 -18.6461 -12.4199
C 15.0332 -18.2601 -13.7746
O 15.4633 -19.4241 -14.5075
C 16.3142 -19.0350 -15.6264
N 15.1544 -19.6358 -11.7020
H 13.9208 -17.6583 -10.5362
H 13.8027 -16.5845 -11.9555
H 15.3893 -17.0941 -11.2653
H 13.3612 -19.0172 -12.5093
H 15.9049 -17.6399 -13.5659
H 14.3441 -17.6439 -14.3521
H 16.9324 -18.1934 -15.3140
H 15.7910 -18.6834 -16.5156
H 16.8302 -19.8668 -16.1058
H 16.0444 -19.1752 -11.5765
H 15.4419 -20.3790 -12.3226
C 15.3591 -18.8167 -2.4193
C 14.8131 -18.5684 -3.8168
C 15.7532 -19.0493 -4.9083
O 17.0644 -18.6860 -4.7977
C 17.3687 -17.3330 -5.0316
N 13.6146 -19.3247 -3.9532
H 14.6971 -18.8925 -1.5567
H 16.0474 -18.0017 -2.1956
H 15.8773 -19.7707 -2.5174
H 14.3925 -17.5706 -3.9414
H 15.3280 -18.7737 -5.8734
H 15.8522 -20.1332 -4.9670
H 18.2596 -17.0336 -4.4795
H 16.7006 -16.5413 -4.6924
H 17.5763 -17.3511 -6.1014
H 12.9421 -18.6983 -3.5343
H 13.2385 -19.4511 -4.8820
C 19.0727 -16.8365 -11.0503
C 18.4138 -17.9297 -10.1940
C 19.3193 -18.9309 -9.2942
O 19.1561 -20.3120 -9.7448
C 19.9041 -21.2554 -8.9210
N 17.2776 -17.3711 -9.5170
H 19.6868 -17.2302 -11.8603
H 19.6419 -16.1475 -10.4262
H 18.2069 -16.2770 -11.4045
H 18.1199 -18.4775 -11.0894
H 19.3338 -18.5924 -8.2582
H 20.3774 -18.7898 -9.5150
H 20.0926 -22.2421 -9.3442
H 19.1840 -21.5432 -8.1551
H 20.7766 -20.8918 -8.3783
H 16.8029 -18.0378 -8.9251
H 17.4945 -16.6018 -8.8996

=====

- Which of these has the highest total energy?
  C25H67HgO9